Record 1
{"formula": "C3H7NO2", "method": "the ωB97M-V functional and the def2-TZVPD basis", "species": ["O", "C", "C", "N", "C", "O", "H", "H", "H", "H", "H", "H", "H"], "positions_angstrom": [[-1.28, -0.65, 1.42], [-1.33, -0.64, 0.02], [-0.49, 0.47, -0.60], [0.94, 0.20, -0.67], [1.77, 0.31, 0.39], [1.41, 0.34, 1.56], [-0.36, -0.45, 1.68], [-2.38, -0.48, -0.27], [-1.02, -1.60, -0.42], [-0.64, 1.38, -0.01], [-0.81, 0.68, -1.63], [1.36, 0.01, -1.56], [2.83, 0.43, 0.10]], "energy_ha": -323.7467, "lumo_ev": 0.684, "e_homo_ev": -9.96, "gap_ev": 10.6, "smiles": "O=CNCCO", "e_above_lowest_ev": 0.934}

---

Record 2
{"formula": "C3H7NO2", "method": "the ωB97M-V functional and the def2-TZVPD basis", "species": ["N", "C", "O", "C", "C", "O", "H", "H", "H", "H", "H", "H", "H"], "positions_angstrom": [[-1.36, -1.56, -1.26], [-0.41, -0.64, -1.13], [-0.91, 0.33, -0.35], [0.06, 1.28, 0.09], [1.23, 0.59, 0.77], [0.81, -0.28, 1.80], [-1.16, -2.39, -1.78], [-2.27, -1.48, -0.81], [-0.47, 1.92, 0.80], [0.40, 1.89, -0.75], [1.81, 0.04, 0.01], [1.89, 1.33, 1.23], [0.38, -1.03, 1.37]], "energy_ha": -323.6803, "lumo_ev": 1.013, "e_homo_ev": -8.90, "gap_ev": 9.9, "e_above_lowest_ev": 2.739}

---

Record 3
{"formula": "C3H7NO2", "method": "the ωB97M-V functional and the def2-TZVPD basis", "species": ["C", "C", "C", "H", "H", "H", "H", "H", "H", "H", "N", "O", "O"], "positions_angstrom": [[0.20, -1.47, -0.75], [1.09, -0.75, 0.34], [-0.04, 1.36, 0.24], [-1.01, -1.62, -0.46], [0.81, -2.59, -0.81], [0.24, -0.80, -1.89], [0.81, -0.97, 1.45], [2.18, -1.18, 0.16], [0.12, 2.48, 0.16], [-2.09, 2.54, 0.41], [-1.13, 0.74, 0.43], [1.11, 0.69, 0.13], [-2.28, 1.57, 0.59]], "energy_ha": -323.5908, "lumo_ev": 0.895, "e_homo_ev": -9.32, "gap_ev": 10.2, "smiles": "CCO/C=N/O", "e_above_lowest_ev": 5.176}

---

Record 4
{"formula": "C3H7NO2", "method": "the ωB97M-V functional and the def2-TZVPD basis", "species": ["O", "C", "C", "O", "C", "N", "H", "H", "H", "H", "H", "H", "H"], "positions_angstrom": [[0.40, -1.74, 0.62], [0.94, -1.06, -0.47], [0.12, 0.08, -1.09], [0.17, 1.36, -0.40], [-0.61, 1.44, 0.68], [-1.14, 0.39, 1.17], [0.03, -1.06, 1.21], [1.95, -0.66, -0.24], [1.06, -1.81, -1.26], [0.52, 0.30, -2.08], [-0.93, -0.21, -1.17], [-0.74, 2.46, 1.06], [-1.76, 0.51, 1.95]], "energy_ha": -323.7159, "lumo_ev": 0.893, "e_homo_ev": -9.77, "gap_ev": 10.7, "smiles": "[H]/N=C/OCCO", "e_above_lowest_ev": 1.771}

---

Record 5
{"formula": "C3H7NO2", "method": "the ωB97M-V functional and the def2-TZVPD basis", "species": ["C", "N", "C", "O", "O", "C", "H", "H", "H", "H", "H", "H", "H"], "positions_angstrom": [[0.79, -2.04, -0.56], [1.14, -0.85, 0.18], [0.33, 0.12, 0.22], [0.62, 1.24, 0.91], [-0.87, 0.17, -0.38], [-1.65, 1.36, -0.25], [0.68, -2.88, 0.13], [1.61, -2.28, -1.24], [-0.14, -1.94, -1.14], [1.50, 1.07, 1.28], [-1.88, 1.56, 0.80], [-2.57, 1.17, -0.80], [-1.12, 2.22, -0.67]], "energy_ha": -323.7273, "lumo_ev": 0.850, "e_homo_ev": -9.26, "gap_ev": 10.1, "smiles": "C/N=C(/O)OC", "e_above_lowest_ev": 1.461}

---

Record 6
{"formula": "C3H7NO2", "method": "the ωB97M-V functional and the def2-TZVPD basis", "species": ["C", "C", "N", "O", "C", "O", "H", "H", "H", "H", "H", "H", "H"], "positions_angstrom": [[1.74, 0.10, -0.72], [0.29, 0.26, -0.31], [-0.51, 1.01, -0.92], [-2.17, 0.93, 0.01], [-0.14, -0.62, 1.00], [-1.34, -1.19, 0.84], [2.02, 0.79, -1.51], [2.37, 0.28, 0.16], [1.90, -0.93, -1.05], [-2.68, 0.91, -0.82], [-0.07, 0.16, 1.79], [0.68, -1.36, 1.13], [-2.01, -0.24, 0.49]], "energy_ha": -323.6079, "lumo_ev": [-0.749, -0.748], "e_homo_ev": [-9.46, -9.46], "gap_ev": [8.7, 8.7], "e_above_lowest_ev": 4.709}